[1]
Below is a cluster of 2 separate species, CHClOS2 in total, with properties calculated with the ωB97M-V functional and the def2-TZVPD basis.

Cartesian coordinates (Å):
C  1.73906  -0.92028  -0.09814
O  0.71706  -1.35303  -0.47381
S  -2.06337  0.61158  -0.54346
S  -0.55581  1.64483  0.16822
Cl  2.18159  0.48240  0.59530
H  -2.01854  -0.46551  0.35189

Electronic energy: -37290.76463 eV
ΔE to the lowest compared entry with this formula, charge and spin: 261.8 kJ/mol
Maximum force: 3.0 eV Å⁻¹
HOMO (alpha / beta): -0.318 / -0.324 Ha
Kohn-Sham gap (alpha / beta): 6.93 / 8.09 eV
LUMO level (alpha / beta): -1.717 / -0.736 eV

=====

[2]
Below is a cluster of 2 separate species, CHF2NO in total, with properties calculated with the ωB97M-V functional and the def2-TZVPD basis.

Cartesian coordinates (Å):
C  1.34612  0.49436  0.42915
N  -1.19958  -0.81500  -0.35627
O  1.20908  1.64588  0.37872
F  2.39923  -0.30249  0.46504
F  -1.67022  0.24382  -1.10169
H  -2.08463  -1.26657  0.18506

Electronic energy: -10019.90074 eV
ΔE to the lowest compared entry with this formula, charge and spin: 366.2 kJ/mol
Maximum force: 2.9 eV Å⁻¹
HOMO (alpha / beta): -0.349 / -0.412 Ha
Kohn-Sham gap (alpha / beta): 8.63 / 10.41 eV
LUMO level (alpha / beta): -0.865 / -0.792 eV

=====

[3]
Below is a cluster of 2 separate species, CHF2NO in total, with properties calculated with the ωB97M-V functional and the def2-TZVPD basis.

Cartesian coordinates (Å):
C  -1.55153  -0.73351  0.09995
N  1.07913  0.19388  0.50039
O  -2.19140  -1.17128  -0.69675
F  0.79551  1.48397  0.43360
F  1.70975  0.05790  -0.78747
H  0.15854  0.16905  0.45028

Electronic energy: -10020.16476 eV
ΔE to the lowest compared entry with this formula, charge and spin: 340.8 kJ/mol
Maximum force: 7.4 eV Å⁻¹
HOMO: -0.417 Ha
Kohn-Sham gap: 12.12 eV
LUMO level: 0.777 eV

=====

[4]
Below is a structure of composition CHF3MgNO3S2Sn, with properties calculated with the ωB97M-V functional and the def2-TZVPD basis.

Cartesian coordinates (Å):
Sn  0.12564  -3.50414  1.82200
N  2.14448  -2.03661  0.18072
S  0.88658  -2.49771  -0.72112
O  -0.33067  -2.67689  0.22139
S  2.12289  -1.93671  1.91167
O  1.27858  -0.76363  3.08242
C  0.61710  -0.84609  -1.54469
F  1.71999  -0.52041  -2.20213
F  0.41408  0.09113  -0.63506
F  -0.38922  -0.88640  -2.39615
Mg  -2.84053  -0.84672  1.93599
O  -1.58774  0.57359  1.76305
H  -1.52637  1.18916  1.03020

Electronic energy: -49771.04611 eV
Net charge: +1
ΔE to the lowest compared entry with this formula, charge and spin: 246.7 kJ/mol
Maximum force: 5.6 eV Å⁻¹
HOMO (alpha / beta): -0.480 / -0.383 Ha
Kohn-Sham gap (alpha / beta): 6.36 / 2.66 eV
LUMO level (alpha / beta): -6.695 / -7.758 eV

=====

[5]
Below is a cluster of 2 separate species, CHF3N2 in total, with properties calculated with the ωB97M-V functional and the def2-TZVPD basis.

Cartesian coordinates (Å):
F  -1.46203  -1.08463  -0.19774
C  -1.07769  0.19808  -0.41436
F  -2.11891  0.97346  -0.65875
F  -0.43962  0.59586  0.66572
H  -0.26754  0.06861  -1.19899
N  2.40089  0.43287  0.57039
N  2.89734  -0.14643  -0.22005

Electronic energy: -12186.78522 eV
ΔE to the lowest compared entry with this formula, charge and spin: 0.0 kJ/mol
Maximum force: 3.1 eV Å⁻¹
HOMO: -0.497 Ha
Kohn-Sham gap: 14.69 eV
LUMO level: 1.179 eV
SMILES: FC(F)F.N#N

=====

[6]
Below is a cluster of 2 separate species, CHF3N2O in total, with properties calculated with the ωB97M-V functional and the def2-TZVPD basis.

Cartesian coordinates (Å):
F  1.20341  -0.38901  1.42179
N  0.84468  0.78303  0.58057
N  1.55616  1.18635  -0.24890
F  2.66693  0.56350  -0.71092
O  -0.77852  -0.66118  -1.19709
C  -1.48949  -0.48575  -0.26017
F  -2.77817  -0.68154  -0.40111
H  -1.22501  -0.31541  0.81582

Electronic energy: -14228.19455 eV
ΔE to the lowest compared entry with this formula, charge and spin: 289.8 kJ/mol
Maximum force: 3.5 eV Å⁻¹
HOMO: -0.440 Ha
Kohn-Sham gap: 11.39 eV
LUMO level: -0.591 eV
SMILES: F/N=N\F.O=CF

=====

[7]
Below is a cluster of 2 separate species, CHF3N2O3 in total, with properties calculated with the ωB97M-V functional and the def2-TZVPD basis.

Cartesian coordinates (Å):
C  0.12875  -1.00676  0.55257
N  0.04752  0.27823  0.01438
N  -0.20162  1.52188  0.50615
O  0.18605  1.58359  1.65603
O  -0.54188  2.38774  -0.23007
O  -0.48882  -0.04749  -2.08065
F  1.37200  -1.39078  0.83709
F  -0.58622  -1.20642  1.71033
F  -0.31506  -1.88537  -0.36621
H  0.39928  -0.23462  -2.59962

Electronic energy: -18319.82516 eV
ΔE to the lowest compared entry with this formula, charge and spin: 316.5 kJ/mol
Maximum force: 3.1 eV Å⁻¹
HOMO (alpha / beta): -0.442 / -0.449 Ha
Kohn-Sham gap (alpha / beta): 9.82 / 8.75 eV
LUMO level (alpha / beta): -2.199 / -3.458 eV

=====

[8]
Below is a cluster of 2 separate species, CHF3N2S in total, with properties calculated with the ωB97M-V functional and the def2-TZVPD basis.

Cartesian coordinates (Å):
C  -1.34366  0.48157  0.29194
N  2.26169  -0.89145  -0.66297
N  1.65004  -1.48674  0.06542
F  -2.23775  1.03375  -0.55229
F  -0.07105  1.02307  -0.10509
F  -1.38118  0.99692  1.53991
S  -1.29881  -1.23775  0.36924
H  2.42071  0.08063  -0.94616

Electronic energy: -23017.55736 eV
ΔE to the lowest compared entry with this formula, charge and spin: 433.1 kJ/mol
Maximum force: 3.1 eV Å⁻¹
HOMO (alpha / beta): -0.359 / -0.301 Ha
Kohn-Sham gap (alpha / beta): 9.25 / 5.30 eV
LUMO level (alpha / beta): -0.520 / -2.891 eV

=====

[9]
Below is a structure of composition CHF3N2S, with properties calculated with the ωB97M-V functional and the def2-TZVPD basis.

Cartesian coordinates (Å):
C  3.85800  0.30403  0.15939
N  0.14617  -1.31844  -0.94046
N  1.15522  -0.79849  -1.03377
F  3.84150  0.44481  -1.12808
F  4.87273  -0.60235  0.42666
F  4.27094  1.41913  0.71354
S  2.27989  -0.39724  0.86354
H  -0.06312  -1.34010  0.02943

Electronic energy: -23018.29462 eV
ΔE to the lowest compared entry with this formula, charge and spin: 361.9 kJ/mol
Maximum force: 5.5 eV Å⁻¹
HOMO: -0.359 Ha
Kohn-Sham gap: 8.40 eV
LUMO level: -1.374 eV

=====

[10]
Below is the ion CHF3NO with charge -1, with properties calculated with the ωB97M-V functional and the def2-TZVPD basis.

Cartesian coordinates (Å):
O  -1.38824  -1.28061  0.43316
N  -0.85186  -0.43656  -0.49811
C  0.58088  0.17485  0.01255
F  1.41312  -0.84539  0.28129
F  1.12544  0.84411  -1.04111
F  0.59810  1.07355  1.09017
H  -1.47743  0.47005  -0.27796

Electronic energy: -12741.64229 eV
Net charge: -1
ΔE to the lowest compared entry with this formula, charge and spin: 79.6 kJ/mol
Maximum force: 4.2 eV Å⁻¹
HOMO: -0.073 Ha
Kohn-Sham gap: 6.47 eV
LUMO level: 4.489 eV
SMILES: [O-]NC(F)(F)F

=====

[11]
Below is a cluster of 2 separate species, CHF4NO3S2 in total, with properties calculated with the ωB97M-V functional and the def2-TZVPD basis.

Cartesian coordinates (Å):
C  -1.93216  1.35867  0.32466
N  0.03780  1.29613  -1.80450
O  2.72367  -0.02519  -0.12434
O  -2.19443  -0.02261  -1.82043
O  -0.43229  -0.56114  -0.10425
F  -1.17347  1.85434  1.31123
F  -2.81846  2.27783  -0.02424
F  -2.65355  0.35716  0.78390
F  1.52356  1.95653  0.97719
S  2.35184  1.32377  -0.29094
S  -1.05352  0.57482  -1.11742
H  -1.14370  -1.25486  -0.33214

Electronic energy: -41220.90110 eV
ΔE to the lowest compared entry with this formula, charge and spin: 293.1 kJ/mol
Maximum force: 3.2 eV Å⁻¹
HOMO (alpha / beta): -0.385 / -0.361 Ha
Kohn-Sham gap (alpha / beta): 7.41 / 6.24 eV
LUMO level (alpha / beta): -3.057 / -3.597 eV

=====

[12]
Below is a structure of composition CHF4NO4S2Sc, with properties calculated with the ωB97M-V functional and the def2-TZVPD basis.

Cartesian coordinates (Å):
Sc  0.30615  -2.60514  -0.53922
N  0.03657  0.30797  1.11807
S  -1.23605  -1.08167  1.16143
O  -1.26817  -1.36481  2.61152
O  -2.51621  -0.57565  0.63205
S  0.82282  0.61620  -0.22363
O  0.90410  -0.69083  -0.95362
O  2.06094  1.33995  -0.02269
C  -0.15387  1.64014  -1.43857
F  -1.16438  0.93440  -1.90286
F  -0.58712  2.71897  -0.81805
F  0.62922  1.97615  -2.44427
F  1.47950  -3.50753  0.77395
H  0.68650  0.29185  2.04590

Electronic energy: -63965.87675 eV
Net charge: +1
ΔE to the lowest compared entry with this formula, charge and spin: 0.0 kJ/mol
Maximum force: 4.2 eV Å⁻¹
HOMO: -0.542 Ha
Kohn-Sham gap: 7.57 eV
LUMO level: -7.175 eV

=====

[13]
Below is a cluster of 2 separate species, CHF4PS2 in total, with properties calculated with the ωB97M-V functional and the def2-TZVPD basis.

Cartesian coordinates (Å):
C  -3.09828  -0.77227  -0.08340
F  -1.84877  -1.29771  -0.23146
F  -3.67486  -1.54720  0.83565
F  -3.75873  -0.95185  -1.22317
F  -4.08812  1.63617  -0.43975
P  -3.04946  1.09184  0.68138
S  1.03443  1.39372  0.85129
S  -0.29432  2.12830  -0.40885
H  1.02107  0.02171  0.59151

Electronic energy: -42880.84826 eV
Multiplicity: 3
Expectation value of S²: 2.007
Maximum force: 2.4 eV Å⁻¹
HOMO (alpha / beta): -0.305 / -0.356 Ha
Kohn-Sham gap (alpha / beta): 8.24 / 7.04 eV
LUMO level (alpha / beta): -0.055 / -2.643 eV

=====

[14]
Below is a structure of composition CHFI2, with properties calculated with the ωB97M-V functional and the def2-TZVPD basis.

Cartesian coordinates (Å):
C  -0.35060  0.09675  0.19346
F  -1.43553  0.83195  0.02884
I  0.10353  -0.17056  2.18862
I  -0.36431  -1.54371  -1.15054
H  2.04691  0.78558  -1.26038

Electronic energy: -19966.95064 eV
ΔE to the lowest compared entry with this formula, charge and spin: 423.0 kJ/mol
Maximum force: 0.8 eV Å⁻¹
HOMO (alpha / beta): -0.363 / -0.315 Ha
Kohn-Sham gap (alpha / beta): 8.69 / 8.00 eV
LUMO level (alpha / beta): -1.179 / -0.570 eV

=====

[15]
Below is a structure of composition CHFI2, with properties calculated with the ωB97M-V functional and the def2-TZVPD basis.

Cartesian coordinates (Å):
C  0.04119  0.06555  0.15095
F  -0.52246  0.67041  1.14617
I  -0.13700  -2.03561  0.17633
I  -0.83344  0.89323  -1.64853
H  1.45171  0.40641  0.17508

Electronic energy: -19970.05771 eV
ΔE to the lowest compared entry with this formula, charge and spin: 123.2 kJ/mol
Maximum force: 5.4 eV Å⁻¹
HOMO: -0.351 Ha
Kohn-Sham gap: 8.99 eV
LUMO level: -0.554 eV

=====

[16]
Below is a cluster of 2 separate species, CHFI2S in total, with properties calculated with the ωB97M-V functional and the def2-TZVPD basis.

Cartesian coordinates (Å):
C  -0.69991  0.21107  -0.22354
F  -1.28776  0.90373  -1.17660
S  -0.11153  -1.32727  -0.85350
I  1.70471  2.06862  0.64212
I  1.38534  -2.06326  0.75783
H  -0.99085  0.20712  0.85369

Electronic energy: -30805.01755 eV
ΔE to the lowest compared entry with this formula, charge and spin: 167.1 kJ/mol
Maximum force: 1.8 eV Å⁻¹
HOMO (alpha / beta): -0.314 / -0.314 Ha
Kohn-Sham gap (alpha / beta): 6.21 / 6.22 eV
LUMO level (alpha / beta): -2.341 / -2.333 eV

=====

[17]
Below is a cluster of 2 separate species, CHFINO in total, with properties calculated with the ωB97M-V functional and the def2-TZVPD basis.

Cartesian coordinates (Å):
N  -0.71629  0.68644  0.06812
C  -1.84301  0.54385  0.00854
F  -3.08774  0.39557  -0.06599
O  1.61140  -1.12522  -0.07712
I  3.18513  0.04143  0.02718
H  0.85051  -0.54207  0.03928

Electronic energy: -15406.36569 eV
ΔE to the lowest compared entry with this formula, charge and spin: 0.0 kJ/mol
Maximum force: 1.2 eV Å⁻¹
HOMO: -0.333 Ha
Kohn-Sham gap: 8.82 eV
LUMO level: -0.239 eV
SMILES: N#CF.OI

=====

[18]
Below is a structure of composition CHFIPS, with properties calculated with the ωB97M-V functional and the def2-TZVPD basis.

Cartesian coordinates (Å):
C  0.53992  -0.10049  0.62760
F  -1.60706  1.25024  -0.19042
P  -1.09148  -0.29133  -0.16894
S  0.95823  -1.36179  1.47712
I  -0.11019  -0.19690  -2.38920
H  1.31058  0.70027  0.64385

Electronic energy: -31995.42458 eV
ΔE to the lowest compared entry with this formula, charge and spin: 0.0 kJ/mol
Maximum force: 2.0 eV Å⁻¹
HOMO: -0.342 Ha
Kohn-Sham gap: 8.00 eV
LUMO level: -1.288 eV

=====

[19]
Below is a structure of composition CHFLiMgO3, with properties calculated with the ωB97M-V functional and the def2-TZVPD basis.

Cartesian coordinates (Å):
Li  1.95927  -0.17766  -2.63197
O  0.39528  0.39369  -0.31128
H  1.13249  1.31150  0.09772
O  -0.86211  -0.19934  1.37501
O  1.61122  0.67180  -0.92904
C  -0.59952  -0.31776  0.22074
F  -1.33459  -0.84415  -0.67880
Mg  -2.30203  -0.83808  2.85764

Electronic energy: -15539.80014 eV
Net charge: +2
Multiplicity: 2
Expectation value of S²: 0.750
Maximum force: 5.0 eV Å⁻¹
HOMO (alpha / beta): -0.556 / -0.743 Ha
Kohn-Sham gap (alpha / beta): 6.42 / 11.49 eV
LUMO level (alpha / beta): -8.711 / -8.730 eV

=====

[20]
Below is a structure of composition CHFLiO3Pb, with properties calculated with the ωB97M-V functional and the def2-TZVPD basis.

Cartesian coordinates (Å):
Li  -3.13063  0.23068  0.83954
O  -0.46294  -0.37196  -0.22350
H  -0.78350  -1.49105  -0.63614
O  1.63343  0.03259  0.16626
O  -1.73059  -0.87301  0.04490
C  0.52514  0.46731  0.02473
F  0.23334  1.67080  -0.24035
Pb  3.71576  0.33465  0.02456

Electronic energy: -15327.08321 eV
Net charge: +3
Maximum force: 5.1 eV Å⁻¹
HOMO: -0.881 Ha
Kohn-Sham gap: 9.15 eV
LUMO level: -14.810 eV